# 1
{"formula": "C3H8N4O", "method": "ωB97M-V/def2-TZVPD", "symbols": ["C", "C", "N", "C", "O", "N", "N", "N", "H", "H", "H", "H", "H", "H", "H", "H"], "coordinates": [[0.52733, 0.08743, -1.02766], [1.79031, 0.29416, 1.05055], [1.52431, -0.35984, -0.22099], [-1.21830, -0.87560, -0.05373], [0.18792, 1.33990, -0.98783], [-2.18104, -0.15708, -0.46507], [-2.22783, 1.15774, -0.38159], [-0.78528, -1.84305, 0.60215], [-0.95162, 1.49577, -0.71520], [1.62258, -1.36634, -0.21117], [0.42928, -0.46528, -1.96539], [-2.91081, 1.46887, -1.07436], [-1.40298, -2.16821, 1.34470], [1.83126, 1.37010, 0.89113], [1.01214, 0.07122, 1.78632], [2.75273, -0.04980, 1.42813]], "lowdin_charge": [-0.31, -0.07, -0.03, -0.34, -0.03, -0.02, -0.03, 0.10, 0.08, 0.12, 0.15, 0.06, 0.06, 0.08, 0.08, 0.08], "total_energy_ha": -413.25344, "e_homo_ev": [-8.038, -8.038], "de_lowest_kcal_mol": 102.04, "largest_force_ha_per_bohr": 0.0306, "homo_lumo_gap_ev": [8.140, 8.140]}


# 2
{"formula": "C4H12N2", "method": "ωB97M-V/def2-TZVPD", "symbols": ["C", "C", "N", "H", "H", "H", "H", "H", "H", "H", "C", "C", "N", "H", "H", "H", "H", "H"], "coordinates": [[-1.77024, 0.26724, -2.00789], [-0.36648, 0.84000, -1.86873], [0.64430, -0.15730, -2.24930], [-2.50956, 0.75059, -1.36230], [-2.12519, 0.44248, -3.02994], [-1.77896, -0.79060, -1.76661], [-0.30937, 1.74803, -2.48360], [-0.09636, 1.16310, -0.85956], [1.55696, 0.22427, -2.02632], [0.66468, -0.31736, -3.25177], [-0.11970, -1.03562, 2.50759], [1.82752, 0.21164, 2.68980], [0.74334, 0.04976, 2.07157], [0.33005, -1.59571, 3.33100], [-0.17295, -1.73465, 1.67327], [-1.10584, -0.64717, 2.74862], [2.05427, -0.34855, 3.59817], [2.53356, 0.92985, 2.28599]], "lowdin_charge": [-0.12, -0.36, -0.03, 0.06, 0.07, 0.06, 0.09, 0.09, 0.05, 0.06, -0.15, -0.08, -0.10, 0.06, 0.08, 0.07, 0.07, 0.06], "total_energy_ha": -269.06413, "e_homo_ev": -9.117, "smiles": "C=NC.CCN", "de_lowest_kcal_mol": 32.76, "largest_force_ha_per_bohr": 0.0116, "homo_lumo_gap_ev": 10.271}


# 3
{"formula": "C3H4F2O", "method": "ωB97M-V/def2-TZVPD", "symbols": ["C", "C", "C", "H", "H", "H", "H", "O", "F", "F"], "coordinates": [[-1.27996, -0.31202, -0.26425], [-0.05725, 0.47764, 0.02183], [1.27081, -0.11992, 0.29956], [-1.29647, -0.69240, -1.31476], [-1.42031, -1.14989, 0.43022], [1.43861, -1.18732, 0.24540], [1.62356, 0.19630, 1.29569], [-0.09105, 1.65823, 0.04938], [-2.34721, 0.59851, -0.17976], [2.15925, 0.53088, -0.58331]], "lowdin_charge": [-0.11, -0.40, -0.11, 0.15, 0.13, 0.12, 0.14, 0.16, -0.04, -0.05], "total_energy_ha": -391.64032, "e_homo_ev": -10.518, "smiles": "O=C(CF)CF", "de_lowest_kcal_mol": 20.37, "largest_force_ha_per_bohr": 0.0447, "homo_lumo_gap_ev": 11.103}


# 4
{"formula": "C7H10ClNSi", "method": "ωB97M-V/def2-TZVPD", "symbols": ["C", "C", "C", "C", "C", "C", "C", "N", "Si", "Cl", "H", "H", "H", "H", "H", "H", "H", "H", "H", "H"], "coordinates": [[3.10720, 0.01814, 1.91392], [2.65541, 1.34932, 1.60417], [2.36932, -1.07014, 1.58468], [1.39407, 1.40841, 1.06135], [1.06710, -1.01800, 1.21751], [0.60281, 0.22847, 0.80917], [-2.02559, 0.86692, -2.95802], [-0.80098, 0.87625, -2.14895], [-1.09914, 0.55081, 0.04383], [-1.88078, 2.32915, 0.37915], [4.13873, -0.14586, 2.04416], [3.19686, 2.25573, 1.90917], [2.78289, -1.99183, 1.69282], [1.07439, 2.34942, 0.59944], [0.47859, -1.97094, 1.07322], [-1.98621, 1.22797, -3.92666], [-2.46877, -0.19421, -3.10454], [-2.78985, 1.46593, -2.48821], [-0.05849, 0.28586, -2.60345], [-2.28794, -0.37416, 0.15053]], "lowdin_charge": [-0.06, -0.05, -0.13, -0.12, -0.11, -0.32, -0.29, -0.23, 0.31, 0.36, 0.09, 0.11, 0.08, 0.09, 0.13, 0.02, 0.08, 0.04, 0.03, -0.04], "total_energy_ha": -1077.15138, "e_homo_ev": -8.050, "smiles": "CN[Si@H](Cl)c1ccccc1", "de_lowest_kcal_mol": 58.83, "largest_force_ha_per_bohr": 0.0946, "homo_lumo_gap_ev": 8.383}


# 5
{"formula": "C5H14ClCrO3SZn", "method": "ωB97M-V/def2-TZVPD", "symbols": ["Cr", "Cl", "C", "C", "H", "H", "H", "H", "H", "H", "Zn", "C", "C", "H", "H", "H", "H", "H", "C", "S", "O", "O", "O", "H", "H", "H"], "coordinates": [[0.68021, -0.88216, -2.86584], [1.84523, -2.73646, -3.01262], [1.57284, 0.94723, -3.47546], [-1.33489, -0.71657, -3.28443], [0.92232, 1.25208, -4.30750], [1.66727, 1.74314, -2.73044], [2.56243, 0.62545, -3.82177], [-1.33914, 0.05180, -4.09129], [-2.00010, -0.45994, -2.43665], [-1.51278, -1.74516, -3.67462], [-0.57916, -0.45852, 0.72326], [-2.23219, -1.43144, 0.68545], [1.10987, 0.39502, 0.33545], [-3.00546, -0.79085, 0.23591], [-2.09476, -2.33876, 0.08646], [-2.50558, -1.68565, 1.72141], [1.29449, 1.36109, -0.38940], [2.09547, -0.25648, 0.10890], [0.08780, 0.87524, 4.65070], [0.62927, 0.91074, 2.93145], [1.80554, 1.82624, 2.89208], [0.92624, -0.50854, 2.62886], [-0.55107, 1.42078, 2.17362], [0.87954, 0.41754, 5.24481], [-0.82612, 0.27969, 4.69916], [-0.09727, 1.90453, 4.97246]], "mulliken_spin": [2.97, 0.09, -0.18, -0.17, 0.00, 0.05, 0.00, 0.01, 0.04, 0.01, -0.06, 0.00, 0.24, 0.00, 0.00, 0.00, 0.01, 0.01, 0.03, 0.02, -0.01, -0.02, -0.01, 0.00, 0.00, 0.00], "total_energy_ha": -4106.61669, "e_homo_ev": [0.910, 1.663], "s_squared": 3.882, "total_charge": -2, "spin_multiplicity": 4, "largest_force_ha_per_bohr": 0.1165, "homo_lumo_gap_ev": [4.052, 3.326]}


# 6
{"formula": "C21H18F2O4", "method": "ωB97M-V/def2-TZVPD", "symbols": ["F", "C", "C", "C", "C", "C", "C", "C", "C", "C", "C", "C", "F", "C", "C", "C", "C", "H", "H", "H", "H", "H", "H", "H", "H", "H", "H", "H", "C", "C", "C", "O", "C", "O", "C", "C", "O", "O", "H", "H", "H", "H", "H", "H", "H"], "coordinates": [[1.31673, -4.69326, 3.11181], [1.57401, -4.11740, 1.89080], [1.95190, -4.94661, 0.83500], [2.25531, -4.33865, -0.39225], [2.14606, -2.96483, -0.55368], [1.68013, -2.13119, 0.49944], [1.45708, -0.73089, 0.27528], [1.03903, 0.13131, 1.29272], [1.12687, 1.51432, 1.21295], [0.89693, 2.41056, 2.30532], [0.66029, 1.94689, 3.63101], [0.30653, 2.86996, 4.60778], [0.00894, 2.41055, 5.87048], [0.22251, 4.24215, 4.37196], [0.54125, 4.70282, 3.08399], [0.88197, 3.81351, 2.07530], [1.46337, -2.73839, 1.77299], [2.01895, -6.02259, 0.97525], [2.57892, -4.95044, -1.23303], [2.41429, -2.49096, -1.50051], [1.80151, -0.29018, -0.66129], [0.60310, -0.30633, 2.19574], [1.37321, 1.95358, 0.24045], [0.73343, 0.88786, 3.87193], [-0.07781, 4.92284, 5.16439], [0.51242, 5.77137, 2.87460], [1.12643, 4.16661, 1.07125], [1.21573, -2.13700, 2.64509], [-3.81232, 1.10244, -3.19931], [-2.49801, 0.31508, -3.17348], [-2.33581, -0.39577, -4.50489], [-1.43723, 1.26113, -2.94242], [-0.21933, 0.76807, -2.47018], [0.69295, 1.57311, -2.33848], [-0.19252, -0.60749, -2.12696], [-1.38402, -1.20621, -1.64755], [-1.47475, -2.13812, -0.86390], [-2.57930, -0.61135, -2.07817], [-3.95032, 1.63839, -2.25725], [-3.79937, 1.82482, -4.01870], [-4.65265, 0.41934, -3.34499], [-1.40514, -0.97079, -4.54438], [-3.18605, -1.07140, -4.66222], [-2.33926, 0.34309, -5.31575], [0.74407, -1.12992, -2.04613]], "lowdin_charge": [0.04, -0.23, 0.03, -0.05, -0.01, -0.19, 0.04, -0.04, 0.05, -0.20, 0.07, -0.23, 0.04, 0.02, -0.06, -0.01, 0.08, 0.13, 0.12, 0.12, 0.11, 0.10, 0.13, 0.12, 0.12, 0.11, 0.12, 0.12, 0.01, -0.55, 0.00, 0.05, -0.48, 0.04, 0.02, -0.48, 0.05, 0.05, 0.09, 0.09, 0.09, 0.09, 0.10, 0.10, 0.07], "total_energy_ha": -1311.64211, "e_homo_ev": -7.333, "largest_force_ha_per_bohr": 0.0310, "homo_lumo_gap_ev": 4.445}